Version i
A 2-piece molecular cluster, C5H10NP overall, computed with ωB97M-V with the def2-TZVPD basis set.

Its SMILES is C/C=P/C.CC#N. The LUMO energy is 0.4 eV. The value obtained for the highest occupied orbital energy is -9.3 eV.

Positions of all 17 atoms, in Å:
C -2.145 1.153 0.841
C -1.540 0.004 -0.015
P -1.291 -0.046 -1.663
C -0.586 -1.668 -1.963
H -1.292 1.791 1.334
H -2.829 1.699 0.150
H -2.828 0.693 1.626
H -1.220 -0.896 0.543
H -1.110 -2.245 -2.837
H 0.491 -1.682 -2.413
H -0.663 -2.413 -1.165
C 2.035 0.079 0.559
C 2.355 -0.991 1.519
N 2.639 -1.700 2.357
H 2.592 1.018 0.893
H 2.516 -0.336 -0.424
H 0.994 0.334 0.516

***

Version ii
One molecule with the formula C5H10NP, computed with ωB97M-V with the def2-TZVPD basis set.

Its SMILES is [H]/N=C(C)/C(C)=P/C. The LUMO energy (alpha / beta) is -0.7 / -0.9 eV. The value obtained for the highest occupied orbital energy (alpha / beta) is -8.3 / -8.3 eV.

Positions of all 17 atoms, in Å:
H 0.996 -1.517 3.046
N 0.365 -1.059 2.356
C 0.818 -0.722 1.193
C 2.242 -0.616 0.819
C 0.017 -0.018 0.305
C -1.389 0.256 0.661
P 0.672 0.435 -1.579
C -0.884 1.033 -2.318
H 2.835 0.056 1.502
H 2.584 -1.674 1.040
H 2.320 -0.459 -0.294
H -1.552 0.200 1.699
H -2.253 -0.252 0.235
H -1.604 1.372 0.355
H -0.737 1.640 -3.309
H -1.582 0.246 -2.498
H -1.287 1.726 -1.535

***

Least stable structure: version ii